# C3H14N2O2

A 3-piece molecular cluster, C3H14N2O2 overall in a non-equilibrium geometry (ωB97M-V with the def2-TZVPD basis set, OMol25).

Each line ends with the Löwdin charge.
Element x y z (Å)
C1 1.53 -1.25 0.18  -0.0927
C2 0.40 -0.66 -0.68  -0.2773
N1 0.19 0.76 -0.32  -0.1249
C3 -1.03 1.31 -0.87  -0.3303
N2 -1.38 2.59 -0.28  0.0055
H1 2.40 -0.66 -0.08  0.0676
H2 1.70 -2.26 -0.21  0.0732
H3 1.16 -1.16 1.21  0.0818
H4 0.65 -0.68 -1.78  0.1276
H5 -0.46 -1.26 -0.40  0.0852
H6 1.05 1.25 -0.54  0.1047
H7 -1.80 0.54 -0.75  0.1215
H8 -0.96 1.46 -1.94  0.1084
H9 -1.19 2.54 0.73  0.0671
H10 -0.63 3.23 -0.54  0.0612
O1 -1.96 -3.39 0.24  -0.0631
H11 -1.39 -4.01 0.72  0.0397
H12 -2.76 -3.91 0.12  0.0362
O2 1.80 1.66 1.84  -0.0856
H13 1.53 2.50 2.21  0.0199
H14 1.14 1.42 1.15  -0.0258

Summary:
- SMILES string: CCNCN.O.O
- E_LUMO: 0.677 eV
- M: 110.2 g mol⁻¹
- Kohn-Sham gap: 9.87 eV
- HOMO: -9.20 eV